(1)
C23H17AuFN8O2Se | the ωB97M-V functional and the def2-TZVPD basis

Computed properties:
gap between HOMO and LUMO = 7.6 eV
net charge = +1
HOMO level = -11.17 eV
E_tot = -4111.89941 a.u.

XYZ file:
```
53
C23H17AuFN8O2Se the ωB97M-V functional and the def2-TZVPD basis
Au -0.2805 -0.1076 -0.6016
Se 4.8529 -0.0200 5.3488
N 3.0820 -0.1299 5.1559
C 2.8378 -0.0771 3.8730
C 1.4881 -0.1578 3.3184
C 0.3862 -0.3647 4.1495
C -0.8612 -0.4946 3.5880
C -0.9821 -0.3868 2.2109
N 0.0624 -0.1456 1.4179
C 1.3111 -0.0591 1.9379
C 2.4838 0.0928 1.0446
N 2.2507 0.1767 -0.2679
C 3.2715 0.2778 -1.1016
C 4.5963 0.3004 -0.6731
C 4.8500 0.2244 0.6784
C 3.7805 0.1216 1.5675
C 3.9729 0.0494 3.0104
N 5.1428 0.0977 3.5912
H 0.5421 -0.4366 5.2174
H -1.7404 -0.6860 4.1846
H -1.9349 -0.5118 1.7168
H 3.0295 0.3534 -2.1558
H 5.3990 0.3786 -1.3916
H 5.8582 0.2429 1.0695
O 0.4220 -2.2073 -0.5903
N -0.5814 -2.9621 -0.2969
O -1.6288 -2.3854 -0.1447
N 1.0999 -2.1596 -5.2030
C 0.3419 -1.1960 -4.6442
C 0.2697 -1.0699 -3.2380
N -0.4833 -0.1274 -2.6815
C -1.1686 0.7022 -3.4901
C -1.0618 0.5598 -4.8587
N -0.3165 -0.3653 -5.4453
H 1.5296 -2.8785 -4.6502
H 1.0874 -2.2555 -6.2039
H 0.7923 -1.7442 -2.5734
H -1.8102 1.4514 -3.0639
H -1.6112 1.2279 -5.5097
F -6.5008 0.4285 1.4571
C -5.2725 0.7250 1.0126
C -4.4210 1.4364 1.8356
C -3.1507 1.7293 1.3659
C -2.7352 1.3277 0.0938
C -1.3696 1.6660 -0.3676
C -3.6327 0.6091 -0.7034
C -4.9034 0.3038 -0.2533
H -4.7591 1.7527 2.8120
H -2.4717 2.2960 1.9923
H -0.8258 2.2817 0.3437
H -1.3046 2.1156 -1.3471
H -3.3301 0.2591 -1.6820
H -5.6026 -0.2591 -0.8548
```



(2)
C23H17Cl2F6N7O6PrS3 | the ωB97M-V functional and the def2-TZVPD basis

Computed properties:
gap between HOMO and LUMO (spin up / spin down) = 4.5 / 4.5 eV
net charge = -1
2S+1 = 3
HOMO level (spin up / spin down) = -3.93 / -3.93 eV
E_tot = -4952.70500 a.u.

XYZ file:
```
65
C23H17Cl2F6N7O6PrS3 the ωB97M-V functional and the def2-TZVPD basis
Pr 0.4196 -0.4704 0.2653
Cl -2.5724 -2.9934 -3.4275
C -3.2647 -1.7578 -2.4747
C -4.5441 -1.3169 -2.7582
C -5.0652 -0.1637 -2.2129
Cl -6.6090 0.3438 -2.6860
C -4.3367 0.5711 -1.2709
C -4.8071 1.7766 -0.6698
C -4.0158 2.4819 0.1907
C -2.7409 1.9694 0.4922
N -2.2907 0.8410 -0.0559
C -3.0147 0.1253 -0.9044
C -2.4314 -1.0133 -1.5755
O -1.2020 -1.2805 -1.4893
H -5.1727 -1.8781 -3.4153
H -5.8245 2.1368 -0.8528
H -4.3860 3.3626 0.6942
H -2.0116 2.5194 1.1268
N 1.0719 -2.4566 -2.4281
N 2.1374 -3.2619 -1.9884
C 2.9163 -2.7695 -1.0356
N 3.9754 -3.4936 -0.7330
N 2.4173 -1.7815 -0.2934
N 3.1635 -1.3888 0.8133
O 2.4447 -0.8135 1.7438
O 4.3510 -1.7110 1.0468
H 0.1902 -2.9188 -2.2641
H 1.1553 -2.0370 -3.3588
H 2.4565 -4.1274 -2.4340
H 4.1663 -4.2781 -1.3055
H 4.7459 -3.0601 -0.2433
F -0.0577 4.8174 3.5302
C 0.6326 3.8702 4.2429
F 1.9883 4.0269 3.9725
F 0.4829 4.1992 5.5832
C 0.1193 2.4715 4.0562
C -0.4098 1.7722 5.1294
C -0.5970 0.4203 4.9362
C -0.3813 -0.2367 3.7057
N -0.0095 0.4476 2.6083
C 0.3089 1.7597 2.7479
S 0.7674 2.4943 1.2477
H -0.6988 2.2349 6.1018
H -0.9577 -0.1529 5.7963
H -0.5347 -1.2867 3.6220
S 0.7486 1.5170 -2.4720
C 2.3742 2.0740 -2.6087
C 2.5542 3.2839 -3.3268
C 3.8170 3.7776 -3.5920
C 4.9328 3.1201 -3.0715
C 4.7839 1.9541 -2.3470
C 3.5332 1.3643 -2.1974
H 1.6479 3.8156 -3.6057
H 3.9133 4.7064 -4.1235
H 5.9029 3.4712 -3.2665
H 5.6455 1.4459 -1.9063
H 3.3739 0.3813 -1.7611
F -3.2131 -2.2887 1.6229
C -2.8393 -3.6177 1.3921
F -3.2411 -3.9999 0.1828
F -3.3603 -4.4540 2.3029
S -0.9331 -3.7036 1.2886
O -0.3663 -4.3780 2.4195
O -0.5453 -4.2755 0.0145
O -0.7034 -2.1876 1.2794
```